Entry 1:
Below is C14H19N4O4PRhS3 as an isolated structure, with properties calculated with ωB97M-V with the def2-TZVPD basis set.

The geometry in XYZ format:
```
46
Properties=species:S:1:pos:R:3:forces:R:3:nbo_charge:R:1
Rh -1.034 -0.303 0.211 -0.479 -0.090 -0.109 0.715
C -6.729 0.214 1.559 -0.005 0.006 -0.001 -0.630
C -5.725 1.033 2.332 -0.007 -0.002 0.006 -0.061
O -4.741 1.573 1.413 -0.010 0.030 -0.065 -0.827
P -3.234 1.125 1.521 0.084 -0.045 0.134 1.712
S -2.130 1.862 0.042 0.308 -0.068 0.057 -0.459
S -2.964 -0.865 1.482 -0.002 0.091 -0.070 -0.521
O -2.851 1.721 2.947 -0.037 -0.003 -0.022 -0.838
C -1.521 1.549 3.496 0.014 -0.002 0.002 -0.061
C -0.751 2.844 3.412 -0.004 0.002 0.006 -0.635
H -7.509 -0.144 2.231 0.000 -0.003 0.002 0.216
H -6.244 -0.645 1.096 0.002 0.003 -0.002 0.222
H -7.191 0.818 0.779 -0.002 -0.002 0.001 0.218
H -5.226 0.436 3.098 -0.001 -0.001 -0.001 0.189
H -6.185 1.893 2.818 0.007 0.001 0.000 0.194
H -1.004 0.744 2.969 0.000 0.003 -0.002 0.193
H -1.670 1.229 4.527 -0.001 0.001 -0.001 0.192
H -0.620 3.145 2.374 0.003 -0.003 0.001 0.229
H 0.235 2.708 3.859 0.002 0.000 -0.001 0.222
H -1.272 3.637 3.949 0.000 0.000 -0.002 0.211
N 6.989 0.617 -2.760 0.005 0.004 -0.010 -0.791
C 5.793 0.325 -2.121 -0.020 -0.007 0.014 0.192
C 5.280 -0.975 -2.137 0.009 0.014 -0.001 -0.281
C 4.115 -1.277 -1.460 0.006 -0.013 0.005 -0.149
C 3.451 -0.283 -0.756 -0.032 -0.004 -0.025 -0.331
C 3.951 1.012 -0.726 -0.014 0.010 0.001 -0.168
C 5.115 1.314 -1.402 0.013 -0.008 -0.009 -0.267
S 1.955 -0.653 0.079 0.119 0.222 -0.027 2.296
O 1.809 0.279 1.169 0.036 -0.042 -0.048 -0.957
O 1.931 -2.069 0.355 0.018 -0.009 0.004 -0.960
N 0.731 -0.288 -0.959 -0.186 -0.031 0.110 -0.908
C 0.270 -1.354 -1.716 0.021 0.093 0.013 0.571
N 0.931 -1.971 -2.679 0.050 -0.035 -0.022 -0.452
C 0.267 -2.941 -3.301 -0.045 0.063 0.018 0.111
C -1.039 -3.300 -2.994 0.007 -0.053 -0.041 -0.331
C -1.651 -2.620 -1.959 0.023 0.047 -0.008 0.113
N -0.988 -1.660 -1.331 0.100 -0.152 0.084 -0.487
H 7.257 -0.010 -3.500 0.002 0.000 0.002 0.380
H 7.141 1.585 -2.988 0.001 0.000 0.001 0.381
H 5.807 -1.750 -2.680 0.000 -0.001 0.000 0.210
H 3.714 -2.281 -1.470 0.000 0.005 -0.001 0.240
H 3.426 1.773 -0.162 0.003 -0.002 -0.003 0.240
H 5.514 2.321 -1.372 0.001 0.000 -0.001 0.210
H 0.803 -3.451 -4.094 0.009 -0.013 0.005 0.202
H -1.550 -4.085 -3.531 0.002 0.000 0.003 0.234
H -2.657 -2.830 -1.618 0.000 -0.004 0.002 0.221
```
Forces are in eV/Å.

Output
**Kohn-Sham gap (alpha / beta)**: 7.8 / 7.6 eV
**Multiplicity**: 2
**LUMO energy (alpha / beta)**: -0.36 / -0.58 eV

---

Entry 2:
Below is a 2-piece molecular cluster, C8H16N2 overall in a non-equilibrium geometry, with properties calculated with ωB97M-V with the def2-TZVPD basis set.

The geometry in XYZ format:
```
26
Properties=species:S:1:pos:R:3:forces:R:3:nbo_charge:R:1
C -0.448 -3.534 -0.784 -0.219 -1.085 1.741 -0.687
C -1.423 -1.694 2.203 0.669 -0.099 -1.869 0.364
C -1.074 -2.790 0.350 -1.307 0.368 1.530 0.322
C -2.466 -3.014 0.802 0.863 1.284 1.210 0.158
N -0.481 -1.966 1.265 -1.030 -0.531 -0.062 -0.427
N -2.626 -2.263 1.931 0.657 -0.985 -1.095 -0.522
H -1.402 -1.043 3.052 0.807 0.281 0.267 0.242
H -3.389 -2.143 2.578 -0.556 -0.387 -0.288 0.465
H -3.184 -3.688 0.433 -0.879 -0.512 -0.429 0.248
H -1.125 -4.304 -1.274 0.756 0.881 1.070 0.260
H 0.405 -4.009 -0.169 -0.656 0.458 -1.853 0.290
H -0.186 -2.854 -1.572 0.913 0.352 -0.229 0.285
C 1.180 2.347 -1.097 1.135 0.283 2.005 -0.205
C -0.352 2.678 -0.640 3.671 -2.619 -1.746 -0.599
C 2.222 3.427 -0.774 0.897 0.536 -1.206 -0.605
C 1.804 1.210 -0.256 -1.004 -0.971 -0.927 -0.624
H 1.247 2.090 -2.158 -0.293 -0.084 0.175 0.197
H -0.716 3.554 -1.051 -0.819 1.516 -1.291 0.215
H -0.351 2.807 0.390 -0.131 -0.136 2.064 0.198
H 1.948 3.791 0.221 0.643 0.061 0.048 0.201
H 3.396 2.972 -0.801 -3.440 1.653 -0.079 0.216
H 2.005 4.259 -1.490 1.048 -0.266 0.609 0.208
H 1.205 0.374 -0.390 -1.699 -2.093 -0.061 0.181
H 2.727 0.784 -0.598 0.892 0.601 -0.608 0.215
H 1.909 1.251 0.808 -0.132 1.109 0.738 0.208
H -0.828 1.756 -0.979 -0.784 0.384 0.287 0.195
```
Forces are in eV/Å.

Output
**Kohn-Sham gap (alpha / beta)**: 8.6 / 4.7 eV
**Total charge**: +1
**Multiplicity**: 2
**LUMO energy (alpha / beta)**: -4.06 / -7.88 eV

---

Entry 3:
Below is a 2-piece molecular cluster, C4H4ClN2O4 overall in a non-equilibrium geometry, with properties calculated with ωB97M-V with the def2-TZVPD basis set.

The geometry in XYZ format:
```
15
Properties=species:S:1:pos:R:3:forces:R:3:nbo_charge:R:1
C -0.928 1.099 1.395 0.351 0.311 -0.705 0.857
C 0.879 0.120 -0.299 0.737 -1.087 -0.293 0.564
C -0.866 -1.679 -0.785 -1.164 1.607 -0.551 0.740
C -0.358 -0.283 -0.866 0.335 -1.666 -0.314 -0.444
N -0.343 0.365 2.094 0.741 -1.589 3.051 -0.799
N 1.282 1.367 -0.617 -2.285 0.507 -1.911 -0.837
O -1.779 -2.128 -1.459 0.399 0.190 0.123 -0.660
O -1.465 1.884 0.753 -1.892 2.007 -0.933 -0.559
O 1.659 -0.567 0.467 -1.236 -0.195 -0.462 -0.811
O -0.378 -2.417 0.220 -0.020 -0.951 -0.099 -0.710
Cl -1.172 0.742 -2.083 0.447 -0.543 0.451 -0.070
H 0.493 -2.076 0.418 1.059 0.651 0.594 0.502
H 0.497 -0.163 1.899 0.194 -0.210 -0.313 0.449
H 0.496 1.902 -0.987 0.782 0.297 0.054 0.396
H 1.983 1.833 -0.150 1.552 0.672 1.309 0.381
```
Forces are in eV/Å.

Output
**Kohn-Sham gap**: 7.5 eV
**Total charge**: -1
**LUMO energy**: 3.59 eV

---

Entry 4:
Below is C16H21Cl2IN4O5S2Tl as an isolated structure in a non-equilibrium geometry, with properties calculated with ωB97M-V with the def2-TZVPD basis set.

The geometry in XYZ format:
```
52
Properties=species:S:1:pos:R:3:forces:R:3:nbo_charge:R:1
Tl 0.380 0.506 0.885 -0.015 1.367 0.678 1.387
O 2.201 0.190 -0.530 0.290 -0.050 0.251 -1.035
S 1.541 -1.151 -0.729 0.817 -0.348 -0.974 2.566
O 2.121 -1.919 -1.775 0.278 -0.434 -0.237 -0.941
O 0.100 -0.787 -1.038 -0.143 -0.433 0.462 -1.059
O 1.507 -1.768 0.615 0.029 -0.519 0.099 -1.034
C -1.649 -3.478 1.112 0.081 0.058 0.286 -0.720
C -1.641 -2.003 0.886 -0.255 -0.386 -0.056 0.676
O -0.957 -1.304 1.638 0.106 0.553 0.104 -0.621
C -2.403 -1.436 -0.233 -0.312 0.486 -0.373 -0.198
C -2.899 -2.221 -1.277 0.062 0.118 0.387 -0.082
C -3.516 -1.622 -2.361 0.022 -0.041 -0.128 -0.223
C -3.615 -0.242 -2.443 -0.005 -0.160 0.035 -0.165
C -3.161 0.546 -1.396 0.018 0.078 0.105 -0.213
C -2.578 -0.048 -0.297 -0.110 -0.297 0.128 -0.160
H -1.277 -3.686 2.113 -0.020 -0.013 -0.033 0.253
H -0.940 -3.905 0.399 -0.030 -0.071 -0.069 0.271
H -2.630 -3.925 0.968 0.025 0.006 -0.071 0.244
H -2.801 -3.296 -1.249 0.039 -0.075 -0.010 0.218
H -3.916 -2.236 -3.153 0.033 -0.058 -0.093 0.231
H -4.063 0.218 -3.309 -0.106 0.045 -0.098 0.229
H -3.276 1.618 -1.433 -0.014 0.140 -0.001 0.229
H -2.289 0.564 0.548 -0.037 0.062 -0.009 0.211
I 2.252 0.051 7.129 0.019 -0.034 -0.462 0.230
C 2.078 -0.166 5.068 0.057 -0.001 0.343 -0.288
C 2.472 -1.247 4.290 -0.090 0.316 0.300 -0.019
N 2.111 -0.976 3.036 0.198 -0.530 -0.072 -0.306
N 1.513 0.209 2.963 -0.721 0.441 -1.354 -0.329
C 1.478 0.730 4.184 0.244 -0.293 0.200 -0.033
H 2.977 -2.150 4.570 0.057 -0.184 -0.052 0.249
H 2.137 -1.536 2.164 0.122 0.139 0.338 0.479
H 1.049 1.689 4.397 -0.074 0.102 -0.059 0.238
Cl -1.183 2.538 5.721 -0.105 0.004 -0.229 0.013
C -1.872 2.668 4.098 0.034 0.150 0.099 -0.385
Cl -1.601 1.173 3.141 -0.325 0.203 0.171 0.013
H -1.390 3.493 3.574 -0.148 -0.157 0.091 0.231
H -2.949 2.806 4.187 0.226 -0.041 -0.080 0.243
S 0.226 2.710 -0.545 -0.234 -0.591 1.096 -0.102
C 1.028 2.084 -1.977 -0.476 0.219 0.005 0.411
N 2.124 2.696 -2.374 0.132 0.022 0.197 -0.547
C 2.799 2.271 -3.587 0.165 -0.255 -0.570 -0.228
C 2.615 0.764 -3.752 -0.133 0.099 0.194 -0.435
C 1.132 0.428 -3.753 0.254 -0.183 -0.528 -0.237
N 0.434 1.170 -2.710 -0.051 0.060 0.229 -0.560
H 2.576 3.334 -1.736 -0.165 -0.096 -0.032 0.435
H 3.854 2.535 -3.529 -0.089 0.046 0.109 0.233
H 2.362 2.798 -4.441 0.071 0.029 0.021 0.207
H 3.079 0.241 -2.914 0.119 0.066 -0.122 0.250
H 3.071 0.427 -4.679 0.030 -0.014 -0.010 0.243
H 1.003 -0.633 -3.527 -0.066 0.108 -0.155 0.254
H 0.659 0.662 -4.712 0.074 -0.077 0.060 0.210
H -0.275 0.611 -2.230 0.124 0.423 -0.111 0.466
```
Forces are in eV/Å.

Output
**Kohn-Sham gap**: 6.5 eV
**Total charge**: +1
**LUMO energy**: -4.98 eV

---

Ordered energy above the lowest of the compared OMol25 structures with the same formula, charge and spin results: 10.6, 43.4, 5.9, 19.7; unit kcal/mol.
Ordered electronic energy results: -2711.43410, -423.55954, -1025.59668, -3404.24210; unit Eh.